Record 1
Molecular formula: C2H2BrNO2
Method: DFT, ωB97M-V/def2-TZVPD

```
8
Properties=species:S:1:pos:R:3:forces:R:3:lowdin_charge:R:1
C -0.0482 -0.5353 -0.0755 -3.24 1.74 -0.47 -0.086
C -1.0826 0.3664 -0.0285 2.13 -2.53 0.64 -0.537
N 1.2737 -0.0262 -0.0423 -1.73 3.57 1.59 -0.428
O 1.3256 1.1871 0.2290 1.34 -0.78 -0.50 0.025
O 2.1760 -0.7710 -0.1711 1.97 -1.34 -0.50 0.126
Br -2.9149 0.0359 -0.0204 0.49 -0.08 -0.11 0.750
H -0.0358 -1.5675 -0.1481 -0.45 -1.81 -0.36 0.099
H -0.6937 1.3106 0.2569 -0.51 1.24 -0.28 0.050
```
Forces are in eV/Å.

The net charge is 0. Its LUMO energy is -0.035 Eh. The value obtained for the gap between HOMO and LUMO is 9.53 eV. As for the SMILES: O=[N+]([O-])/C=C/Br. Its energy above the lowest of the compared OMol25 structures with the same formula, charge and spin is 81.3 kcal/mol.


Record 2
Molecular formula: C3H9N3O
Method: DFT, ωB97M-V/def2-TZVPD

```
16
Properties=species:S:1:pos:R:3:forces:R:3:lowdin_charge:R:1
C 0.9473 -1.3589 -0.0151 -7.10 1.77 -1.39 -0.151
C -0.2423 0.8461 0.9035 -1.35 -4.33 3.03 -0.218
C 0.4046 1.6419 -0.1129 2.60 -0.47 -2.54 -0.224
H -1.8328 -1.8039 -1.6165 1.60 1.70 1.69 0.158
H -1.5509 -0.8372 -0.0348 0.02 -1.19 -3.21 0.124
H 1.7913 -1.9853 0.0800 0.85 -0.28 -0.05 0.097
H 1.2602 -0.5584 1.6782 1.51 0.68 2.79 0.059
H -0.1959 1.2184 2.0080 -0.01 -0.09 -2.17 0.147
H -1.3965 0.4767 0.7742 2.86 1.73 0.21 0.135
H 0.3683 2.6313 0.3212 -0.63 1.28 -1.74 0.092
H 1.5567 1.3575 0.0610 -2.40 0.87 -0.93 0.153
H -0.5786 0.3478 -1.5220 1.59 2.65 -0.02 0.067
N -1.1658 -1.1406 -1.0549 -5.06 1.39 2.29 -0.084
N -0.0186 -1.6844 -0.8670 7.61 -3.55 0.05 -0.139
N 0.6282 -0.4019 0.9819 -1.33 -1.80 -1.64 -0.048
O 0.0249 1.2508 -1.5847 -0.77 -0.37 3.61 -0.167
```
Forces are in eV/Å.

The net charge is 0. Its LUMO energy is 0.029 Eh. The value obtained for the gap between HOMO and LUMO is 8.66 eV. As for the SMILES: N/N=C\NCCO. Its energy above the lowest of the compared OMol25 structures with the same formula, charge and spin is 131.3 kcal/mol.


Record 3
Molecular formula: C40H49Cl2N2O2P3Pb
Method: DFT, ωB97M-V/def2-TZVPD

```
99
Properties=species:S:1:pos:R:3:forces:R:3:lowdin_charge:R:1
P 1.2755 0.0816 -4.7427 0.70 0.98 -1.38 1.074
C -0.3243 -0.2911 -5.3390 -1.56 -0.37 -0.01 -0.407
C -0.7765 0.4273 -6.4771 -0.13 -0.73 0.51 -0.094
H -0.2420 1.3264 -6.7800 -0.04 -0.29 -0.12 0.109
C -1.8698 -0.0498 -7.1915 -0.16 0.00 0.31 -0.072
H -2.2071 0.4919 -8.0732 0.06 -0.20 0.14 0.111
C -2.5349 -1.2137 -6.7728 0.24 0.16 0.23 -0.068
H -3.3581 -1.6114 -7.3679 0.22 0.13 0.22 0.111
C -2.1539 -1.8531 -5.5861 -0.19 -0.04 -0.18 -0.087
H -2.7044 -2.7270 -5.2379 0.10 0.20 -0.14 0.106
C -1.0675 -1.3931 -4.8474 0.34 0.73 -0.67 -0.095
H -0.7497 -1.8738 -3.9216 -0.08 -0.05 -0.31 0.098
C 1.5203 1.6478 -3.9766 0.04 0.38 0.74 -0.393
C 0.4405 2.5317 -3.7338 0.38 -0.41 0.11 -0.121
H -0.5803 2.1573 -3.8209 0.20 0.15 -0.11 0.097
C 0.6942 3.8587 -3.4121 0.29 0.42 0.10 -0.107
H -0.1354 4.5503 -3.2594 0.16 -0.17 -0.06 0.105
C 2.0082 4.3349 -3.3070 -0.20 -0.12 0.10 -0.107
H 2.2005 5.3881 -3.0888 -0.09 -0.34 -0.12 0.105
C 3.0785 3.4474 -3.4907 -0.05 -0.03 0.28 -0.097
H 4.1024 3.8091 -3.3973 -0.21 -0.08 -0.06 0.110
C 2.8498 2.1147 -3.7976 -0.51 0.00 0.06 -0.102
H 3.6750 1.4188 -3.9534 -0.12 0.26 -0.05 0.112
C 2.3369 -1.2382 -4.2817 0.43 -0.99 0.84 -0.394
C 3.0988 -1.8459 -5.3137 -0.32 0.32 0.88 -0.077
H 2.9035 -1.5588 -6.3472 0.18 -0.03 0.29 0.110
C 4.0809 -2.7668 -4.9789 0.01 -0.30 0.25 -0.065
H 4.6758 -3.2182 -5.7741 -0.10 0.08 0.31 0.115
C 4.3006 -3.1113 -3.6345 -0.24 0.28 -0.13 -0.061
H 5.0945 -3.8132 -3.3760 -0.26 0.18 -0.08 0.112
C 3.5025 -2.5598 -2.6221 0.10 -0.02 0.04 -0.082
H 3.6586 -2.8411 -1.5792 0.01 -0.04 -0.32 0.106
C 2.5043 -1.6368 -2.9311 0.42 -0.11 -1.03 -0.103
H 1.8364 -1.2380 -2.1629 0.21 -0.12 -0.19 0.082
Pb -1.0682 -0.2357 1.7716 -1.00 -0.63 3.68 0.975
C 0.4855 1.4590 2.3040 -0.03 -0.41 0.29 -0.114
C 1.2841 2.0097 1.4046 -0.42 -0.50 -0.14 -0.338
H 0.4442 1.7203 3.3754 0.09 -0.33 -0.60 0.042
C 1.2481 1.6327 -0.0951 0.95 -0.19 -1.12 -0.362
O 2.4451 0.8472 -0.3047 -0.53 0.33 -0.15 -0.032
H 2.4001 0.4675 -1.2030 0.21 0.24 0.22 0.074
C 0.0763 0.8899 -0.5604 -0.97 -1.11 2.03 0.020
H 1.3136 2.5534 -0.7139 -0.15 -0.16 0.24 0.136
C -1.0015 0.2495 -0.2843 1.96 1.52 -5.43 -0.329
Cl -2.3258 0.8224 3.7667 0.43 -0.58 -0.42 0.013
Cl -3.2198 -1.6975 1.1156 1.27 0.61 0.43 0.063
P -2.9294 1.8323 0.4975 -0.23 0.12 0.48 0.772
C -4.5569 1.6210 1.2735 0.14 -0.02 0.06 -0.271
H -4.4243 1.6910 2.3603 -0.21 0.04 -0.33 0.004
H -4.9154 0.6126 1.0340 -0.05 0.31 0.03 0.022
H -5.2328 2.3934 0.8843 0.02 -0.22 0.23 0.061
C -2.2900 3.4329 1.0889 -0.02 -0.05 0.05 -0.242
H -1.3661 3.6927 0.5555 -0.22 -0.02 0.06 0.038
H -2.0764 3.3467 2.1618 -0.12 0.11 -0.23 0.027
H -3.0530 4.2002 0.9066 0.25 -0.02 0.10 0.065
C -3.3166 2.1257 -1.2562 0.15 -0.20 -0.06 -0.229
H -3.5217 1.1523 -1.7241 -0.08 0.33 -0.06 0.058
H -2.4637 2.5960 -1.7654 -0.24 -0.15 0.10 0.044
H -4.2029 2.7705 -1.3264 0.24 -0.18 -0.09 0.065
P 2.6668 3.0992 1.8808 -0.65 -0.20 -0.24 0.898
C 2.2592 3.8484 3.4577 0.04 0.15 0.19 -0.161
C 2.8079 4.3565 0.6155 0.15 0.20 0.03 -0.157
H 1.9904 3.0719 4.1885 0.15 0.29 -0.20 0.067
H 1.4240 4.5590 3.3448 0.30 -0.31 0.01 0.085
H 3.1478 4.3887 3.8169 -0.28 -0.13 -0.04 0.081
H 3.1720 3.9166 -0.3198 -0.06 0.07 0.12 0.063
H 3.5250 5.1107 0.9625 -0.12 -0.08 -0.15 0.082
H 1.8331 4.8314 0.4462 0.23 -0.08 0.05 0.080
C 4.1826 2.1473 1.9822 0.01 -0.02 0.05 -0.147
H 4.0662 1.3570 2.7373 0.06 0.21 -0.24 0.083
H 4.9999 2.8222 2.2714 -0.15 -0.19 -0.08 0.080
H 4.3732 1.7005 0.9970 -0.03 0.10 0.32 0.067
H -1.6827 -0.2938 -0.9451 -0.08 0.12 0.61 0.071
C -2.8286 -4.7176 4.9688 -0.45 -0.36 0.37 0.021
N -2.0952 -4.3216 3.7871 -0.62 -0.31 0.02 -0.043
N -1.0529 -3.4673 3.8050 0.87 0.80 -0.54 0.066
C -0.5656 -3.3182 2.5073 -1.86 -1.72 0.35 -0.468
O 0.2615 -2.4246 2.1878 -0.06 1.99 -0.52 -0.097
C -1.3247 -4.2412 1.7245 0.59 0.98 0.07 0.025
C -2.3050 -4.7621 2.5302 0.47 0.14 0.36 -0.274
C -3.4701 -5.5953 2.1805 -0.37 -0.46 -0.37 0.000
C -0.6903 -2.6561 4.9138 0.26 0.69 0.45 -0.186
C 0.6675 -2.3394 5.0930 -0.18 -0.36 -0.16 -0.010
C 1.0586 -1.5460 6.1656 -0.39 0.17 0.10 -0.064
C 0.0963 -1.0599 7.0639 -0.06 -0.16 -0.19 -0.062
C -1.2597 -1.3386 6.8547 0.23 0.09 -0.04 -0.063
C -1.6577 -2.0992 5.7587 0.07 -0.11 -0.20 -0.056
H -2.1776 -4.7628 5.8469 -0.06 0.05 -0.28 0.114
H -3.2388 -5.7159 4.7889 0.16 0.21 0.05 0.103
H -3.6663 -4.0378 5.1696 0.22 -0.18 -0.04 0.102
H -1.2393 -4.3334 0.6582 -0.03 -0.09 -0.06 0.125
H -3.4055 -6.5956 2.6309 -0.08 0.22 -0.13 0.101
H -4.4187 -5.1268 2.4853 0.36 -0.12 0.00 0.105
H -3.4929 -5.7089 1.0895 -0.03 -0.07 0.33 0.099
H 1.3951 -2.7279 4.3778 -0.18 0.08 0.37 0.122
H 2.1152 -1.3100 6.3002 -0.32 -0.10 0.02 0.111
H 0.4018 -0.4558 7.9186 -0.09 -0.19 -0.23 0.113
H -2.0224 -0.9480 7.5324 0.32 -0.07 -0.24 0.120
H -2.7163 -2.2363 5.5343 0.37 0.08 0.21 0.108
```
Forces are in eV/Å.

The net charge is +2. Its LUMO energy (alpha / beta) is -0.291 / -0.291 Eh. The value obtained for the gap between HOMO and LUMO (alpha / beta) is 2.69 / 2.69 eV.


Record 4
Molecular formula: C15H42O6
Method: DFT, ωB97M-V/def2-TZVPD

```
63
Properties=species:S:1:pos:R:3:forces:R:3:lowdin_charge:R:1
O 0.3949 0.8154 0.4002 -0.35 0.49 0.46 -0.055
H 0.9455 0.6253 1.1597 0.10 0.01 0.20 0.027
H 0.6887 0.1981 -0.2697 0.26 -0.47 -0.67 -0.019
C 0.0799 -2.3813 -3.2341 -0.16 -0.86 -1.22 -0.074
C -0.0415 -1.9358 -1.8065 1.93 -1.33 -0.67 -0.451
C 0.2175 -3.1063 -0.8482 -0.55 0.10 -0.20 -0.034
O 1.0113 -0.9808 -1.6547 -0.41 1.02 0.83 -0.082
H -0.6211 -3.1745 -3.4941 -0.73 0.53 -0.22 0.085
H 0.9887 -2.9119 -3.5180 0.73 0.05 0.84 0.082
H 0.1168 -1.5320 -3.9163 -0.77 0.00 -0.07 0.089
H -1.0143 -1.4665 -1.6596 0.30 0.18 0.32 0.111
H 1.1928 -3.5846 -0.9383 0.45 0.69 -0.18 0.085
H -0.4142 -3.9513 -1.1221 -0.67 0.16 0.51 0.082
H 0.0928 -2.7359 0.1693 -0.17 -0.50 0.02 0.052
H 1.8018 -1.3203 -2.0807 0.11 -0.01 -0.05 0.097
C -3.6614 -0.9545 -2.1404 -0.15 0.39 0.44 -0.067
C -4.1004 0.4749 -1.7819 1.92 -0.89 0.76 -0.486
C -2.8277 1.2691 -1.2785 -1.45 -0.80 -0.52 -0.034
O -4.6200 1.0391 -2.9351 -0.73 0.67 -1.06 -0.040
H -4.4815 -1.5972 -2.4606 -0.11 0.20 -0.09 0.078
H -3.2479 -1.3876 -1.2297 0.22 -0.25 -0.10 0.071
H -2.9225 -0.8972 -2.9397 0.12 -0.16 0.05 0.076
H -4.8711 0.3761 -1.0175 -0.08 0.40 0.25 0.129
H -3.1301 2.2348 -0.8736 0.19 0.05 -0.05 0.063
H -2.2052 1.3795 -2.1664 0.19 0.25 0.04 0.085
H -2.2540 0.7153 -0.5352 -0.13 0.08 0.08 0.056
H -4.2923 1.9304 -3.0757 0.00 0.04 0.18 0.088
C -2.2651 1.3537 2.5916 -0.11 0.00 -0.33 -0.059
C -1.7347 2.7845 2.7993 -1.29 -2.08 -1.51 -0.487
C -1.7839 3.5777 1.4789 0.19 0.37 0.66 -0.057
O -2.6277 3.3471 3.7343 0.65 0.69 0.22 -0.043
H -1.6512 0.7492 1.9239 0.23 0.17 0.03 0.049
H -3.2459 1.4198 2.1206 -0.13 0.09 -0.03 0.076
H -2.4175 0.7993 3.5176 0.24 0.21 0.18 0.076
H -0.7147 2.7063 3.1756 0.20 0.37 0.14 0.130
H -1.1158 3.1614 0.7249 0.15 0.19 0.10 0.069
H -1.5506 4.6085 1.7457 0.71 0.21 -0.28 0.068
H -2.7718 3.7192 1.0404 -0.30 -0.74 0.24 0.073
H -2.2551 4.2289 3.8064 -0.53 0.50 0.60 0.081
C 0.8090 -4.0464 4.8737 -0.07 0.28 -0.73 -0.046
C 1.0787 -2.6587 4.2844 -1.31 0.78 -0.03 -0.472
C 1.0674 -2.3928 2.7879 0.82 -1.91 -0.52 -0.069
O 0.0499 -1.7586 4.7626 0.89 -0.15 0.86 -0.066
H 0.9967 -4.0077 5.9467 -0.06 0.01 -0.05 0.079
H 1.4790 -4.7821 4.4287 0.09 -0.01 0.03 0.075
H -0.2132 -4.3858 4.7058 -0.05 0.14 -0.04 0.082
H 2.0710 -2.3846 4.6428 0.11 0.33 0.26 0.128
H 0.1002 -2.4150 2.2858 -0.17 -0.17 0.52 0.073
H 1.6599 -3.2297 2.4183 0.18 0.08 -0.86 0.078
H 1.5606 -1.4743 2.4698 0.13 0.11 0.40 0.072
H 0.4284 -0.9219 4.4829 -0.57 0.54 0.23 0.072
C 3.4989 1.9457 -1.4137 -0.35 0.23 -0.04 -0.051
C 3.7935 1.9303 -2.9123 0.69 0.43 1.12 -0.497
C 5.0520 2.7491 -3.2682 -0.81 -0.07 -0.17 -0.052
O 3.9729 0.6100 -3.3435 0.17 -1.20 -0.25 -0.053
H 4.3038 1.5965 -0.7668 0.31 -0.07 -0.33 0.083
H 2.6171 1.3558 -1.1635 -0.06 -0.01 -0.17 0.052
H 3.2837 2.9771 -1.1348 -0.08 0.06 0.13 0.080
H 2.9085 2.2930 -3.4352 0.01 0.51 -0.01 0.132
H 5.9759 2.2064 -3.0682 -0.11 -0.29 0.09 0.081
H 5.1294 3.6804 -2.7071 -0.23 0.11 -0.24 0.078
H 4.9657 2.9268 -4.3401 0.44 0.38 -0.05 0.077
H 4.7190 0.5906 -3.9473 -0.04 -0.15 -0.07 0.077
```
Forces are in eV/Å.

The net charge is 0. Its LUMO energy is 0.020 Eh. The value obtained for the gap between HOMO and LUMO is 10.55 eV. As for the SMILES: CC(C)O.CC(C)O.CC(C)O.CC(C)O.CC(C)O.O. Its energy above the lowest of the compared OMol25 structures with the same formula, charge and spin is 43.9 kcal/mol.


Max |F|: 4.274; 8.395; 5.967; 2.869 (eV/A)